<A>
Density functional theory data (wB97M-V/def2-TZVPD) for one molecule with the formula C4H9N.

Last column: natural (NBO) charge in e.
Cartesian coordinates (Å):
C: 0.7141 -0.7196 1.9376  -0.52
C: -0.1902 -0.2899 1.0577  0.02
N: -0.5170 -0.7809 -0.2070  -0.63
C: -0.6494 0.2283 -1.2746  -0.21
C: 0.4788 1.3068 -1.1263  -0.63
H: 1.0405 -0.2070 2.8342  0.21
H: 1.3699 -1.5374 1.6554  0.18
H: -0.7307 0.6299 1.2750  0.18
H: -0.0272 -1.6116 -0.5033  0.37
H: -0.4985 -0.1978 -2.2554  0.20
H: -1.6431 0.6966 -1.3033  0.19
H: 0.2059 2.0556 -0.3819  0.21
H: 1.4219 0.8438 -0.8586  0.21
H: 0.6469 1.8141 -2.1028  0.21

Computed properties:
Orbital gap = 9.31 eV
E_HOMO = -8.12 eV
Lowest unoccupied orbital energy = 0.04378 Eh
Spin multiplicity = 1
SMILES = C=CNCC


<B>
Density functional theory data (wB97M-V/def2-TZVPD) for one molecule with the formula C4H9N.

Last column: natural (NBO) charge in e.
Cartesian coordinates (Å):
C: 1.9265 -1.0678 0.7065  -0.41
C: 1.0137 -0.9588 -0.2530  -0.18
C: -0.4839 -0.7718 -0.0250  -0.27
N: -1.2024 0.3766 -0.7022  -0.63
C: -0.9130 1.6796 -0.1665  -0.41
H: 2.9971 -1.0822 0.4204  0.21
H: 1.6149 -1.2520 1.6998  0.19
H: 1.1502 -0.6350 -1.3322  0.20
H: -0.5818 -0.7646 1.1088  0.15
H: -0.8568 -1.7160 -0.3726  0.21
H: -2.1557 0.0784 -0.8019  0.37
H: -1.2173 1.8455 0.8401  0.17
H: 0.1709 1.8995 -0.2069  0.20
H: -1.4624 2.3686 -0.9154  0.20

Computed properties:
Orbital gap = 10.03 eV
E_HOMO = -8.83 eV
Lowest unoccupied orbital energy = 0.04419 Eh
Spin multiplicity = 1
SMILES = C=CCNC


<C>
Density functional theory data (wB97M-V/def2-TZVPD) for one molecule with the formula C4H9N.

Last column: natural (NBO) charge in e.
Cartesian coordinates (Å):
C: -1.6130 -0.2773 -1.0504  -0.61
C: -0.4354 0.3602 -0.2956  -0.23
C: -0.1123 0.0242 1.1695  -0.21
N: 1.3183 0.1388 0.8620  -0.62
C: 1.0420 -0.0569 -0.5735  -0.22
H: -1.7393 -1.3797 -0.7969  0.20
H: -2.5025 0.2981 -0.6681  0.21
H: -1.6212 -0.1625 -2.1239  0.22
H: -0.4638 1.4276 -0.3791  0.20
H: -0.4035 0.6869 2.0272  0.19
H: -0.3906 -1.0615 1.3382  0.16
H: 1.9186 -0.5219 1.2791  0.35
H: 1.0448 -1.1085 -0.9537  0.16
H: 1.6414 0.5496 -1.2569  0.19

Computed properties:
Orbital gap = 10.11 eV
E_HOMO = -8.90 eV
Lowest unoccupied orbital energy = 0.04441 Eh
Spin multiplicity = 1
SMILES = CC1CNC1


<D>
Density functional theory data (wB97M-V/def2-TZVPD) for one molecule with the formula C4H9N.

Last column: natural (NBO) charge in e.
Cartesian coordinates (Å):
C: 0.6372 -2.2130 0.3718  -0.40
C: 0.6482 -1.1162 -0.2779  -0.18
C: -0.6504 -0.3637 -0.5336  -0.25
N: -0.2382 1.0489 -0.5719  -0.65
C: -0.2807 1.8981 0.5280  -0.40
H: 1.3584 -2.9450 0.6836  0.20
H: -0.3580 -2.5849 0.4800  0.17
H: 1.6353 -0.7965 -0.7146  0.20
H: -1.3070 -0.3999 0.4022  0.21
H: -1.1080 -0.5761 -1.5254  0.21
H: 0.3726 1.3710 -1.2462  0.36
H: -1.2617 1.9790 1.0484  0.18
H: 0.5247 1.7912 1.2422  0.16
H: 0.0276 2.9073 0.1133  0.19

Computed properties:
Orbital gap = 9.30 eV
E_HOMO = -8.07 eV
Lowest unoccupied orbital energy = 0.04538 Eh
Spin multiplicity = 1
SMILES = C=CCNC


Most favorable structure: <A>. The second most favorable one is 0.214 eV above it.


<A>
Density functional theory data (wB97M-V/def2-TZVPD) for a 2-piece molecular cluster, C5H12NO2 overall.

Last column: natural (NBO) charge in e.
Cartesian coordinates (Å):
O: 0.8979 1.0624 1.6675  -0.55
C: 0.0432 1.8809 1.3922  0.44
C: -0.4551 1.8971 -0.0362  -0.53
C: -1.5153 0.8443 -0.3383  -0.44
C: -1.0015 -0.5735 -0.2320  0.13
C: -1.7317 -1.6187 0.0835  -0.35
N: 0.4403 -0.8022 -0.5243  -0.70
H: -0.3631 2.5434 2.1650  0.16
H: 0.4109 1.9284 -0.6693  0.22
H: -0.8834 2.8514 -0.2347  0.25
H: -2.3932 0.9411 0.2776  0.26
H: -1.7775 1.0058 -1.3753  0.25
H: -1.4963 -2.6757 0.1378  0.24
H: -2.7632 -1.4587 0.3541  0.23
H: 0.8962 0.0954 -0.6828  0.45
H: 0.6657 -1.3641 -1.3477  0.46
H: 0.8654 -1.2072 0.3071  0.47
H: 3.2128 -2.3703 0.1985  0.49
H: 3.8267 -1.1576 -0.5582  0.49
O: 3.1211 -1.8222 -0.5843  -0.98

Computed properties:
Orbital gap = 10.78 eV
E_HOMO = -13.92 eV
Lowest unoccupied orbital energy = -0.11526 Eh
Spin multiplicity = 1
Net charge = +1


<B>
Density functional theory data (wB97M-V/def2-TZVPD) for C5H12NO2 as an isolated structure.

Last column: natural (NBO) charge in e.
Cartesian coordinates (Å):
C: 1.3632 -0.0647 2.2793  -0.62
C: 0.7428 0.1680 0.8817  -0.16
C: 0.9507 -0.9894 -0.0949  -0.45
C: 0.1138 -0.7587 -1.3254  -0.38
C: -1.3598 -0.9718 -1.0394  0.29
O: -2.2606 -0.6483 -1.7925  -0.45
O: -2.0853 1.8677 -1.3579  -0.97
N: 1.2477 1.2657 0.1247  -0.02
H: 0.9604 -0.8948 2.8576  0.27
H: 2.4532 -0.1800 2.2348  0.25
H: 1.1709 0.8284 2.8987  0.25
H: -0.3451 0.3027 0.9986  0.30
H: 2.0020 -0.9712 -0.3831  0.26
H: 0.7029 -1.9101 0.4802  0.24
H: 0.4178 -1.0585 -2.3199  0.31
H: -0.6842 0.1961 -1.1449  0.36
H: -1.4178 -1.8379 -0.3643  0.19
H: -2.4759 0.9953 -1.5910  0.48
H: -2.6795 2.4392 -1.8541  0.49
H: 1.1826 2.2222 0.5117  0.37

Computed properties:
Orbital gap = 5.05 eV
E_HOMO = -14.03 eV
Lowest unoccupied orbital energy = -0.32996 Eh
Spin multiplicity = 1
Net charge = +1


<C>
Density functional theory data (wB97M-V/def2-TZVPD) for a 2-piece molecular cluster, C5H12NO2 overall.

Last column: natural (NBO) charge in e.
Cartesian coordinates (Å):
O: -0.5276 -0.3018 -1.6710  -0.58
C: -1.5643 0.0634 -1.1542  0.49
C: -1.5772 0.8302 0.1485  -0.55
C: -0.4274 1.8279 0.4637  -0.40
C: 0.8063 1.8268 -0.4359  -0.24
C: 2.5324 0.2401 0.1805  0.12
N: 1.4525 0.5119 -0.3961  -0.38
H: -2.5194 -0.2551 -1.5788  0.16
H: -2.5448 1.2958 0.2796  0.25
H: -1.6091 0.0920 0.9754  0.27
H: -0.8105 2.8182 0.4493  0.24
H: -0.0593 1.5855 1.4438  0.22
H: 0.4382 2.0119 -1.4350  0.24
H: 1.4992 2.5807 -0.0923  0.23
H: 2.8887 -0.7540 0.1187  0.22
H: 3.1069 0.9140 0.7993  0.22
H: 0.9215 -0.1472 -0.9715  0.47
H: -1.4805 -4.1045 2.3305  0.47
H: -0.2661 -4.8363 1.8076  0.48
O: -0.6247 -3.9601 2.0121  -0.95

Computed properties:
Orbital gap = 9.77 eV
E_HOMO = -14.14 eV
Lowest unoccupied orbital energy = -0.16066 Eh
Spin multiplicity = 1
Net charge = +1


<D>
Density functional theory data (wB97M-V/def2-TZVPD) for an isolated ion of composition C5H12NO2 and charge +1.

Last column: natural (NBO) charge in e.
Cartesian coordinates (Å):
C: 1.4673 -1.1361 0.8401  -0.63
C: 0.7924 0.1960 0.4732  -0.21
C: -0.0967 0.5955 1.6451  -0.64
C: 0.0030 0.0153 -0.8629  -0.16
N: 0.0257 1.2463 -1.7149  -0.67
C: -1.4609 -0.3315 -0.6400  0.77
O: -2.2999 0.4676 -0.3457  -0.56
O: -1.6467 -1.6317 -0.8306  -0.65
H: 1.6512 -1.8786 0.0624  0.22
H: 0.7240 -1.5814 1.5066  0.22
H: 2.3645 -1.1496 1.4552  0.25
H: 1.4304 1.0691 0.3064  0.21
H: -0.9059 -0.0808 1.9465  0.23
H: -0.5880 1.5525 1.4932  0.22
H: 0.4563 0.5638 2.5873  0.25
H: 0.4956 -0.7767 -1.3611  0.25
H: -0.8860 1.5703 -2.0607  0.46
H: 0.5141 1.1062 -2.6080  0.45
H: 0.5061 2.0626 -1.3253  0.45
H: -2.5464 -1.8787 -0.5668  0.52

Computed properties:
Orbital gap = 11.45 eV
E_HOMO = -15.20 eV
Lowest unoccupied orbital energy = -0.13772 Eh
Spin multiplicity = 1
Net charge = +1
SMILES = CC(C)[C@H]([NH3+])C(=O)O


Most favorable structure: <D>. The second most favorable one is 0.739 eV above it.


<A>
Density functional theory data (wB97M-V/def2-TZVPD) for one molecule with the formula C3H7N5.

Last column: natural (NBO) charge in e.
Cartesian coordinates (Å):
N: -2.1836 0.2055 1.0413  -0.72
N: -1.6412 0.3343 -0.3211  -0.31
C: -0.3818 0.2206 -0.4511  0.33
C: 0.4199 0.6610 -1.6478  -0.33
C: 1.6855 0.5008 -1.2958  0.02
N: 1.8764 0.0182 0.0436  -0.46
N: 0.5422 -0.3202 0.4940  -0.20
N: 0.3240 -1.7325 0.8548  -0.62
H: -3.2916 0.1954 0.9065  0.38
H: -1.7874 0.7438 1.7403  0.36
H: 0.0739 1.1509 -2.4707  0.23
H: 2.6818 0.9393 -1.5956  0.22
H: 2.4822 0.6478 0.6938  0.39
H: -0.1995 -1.6092 1.9120  0.36
H: -0.6007 -1.9559 0.0959  0.36

Computed properties:
Orbital gap = 8.76 eV
E_HOMO = -7.83 eV
Lowest unoccupied orbital energy = 0.03416 Eh
Spin multiplicity = 1
SMILES = N/N=c1/cc[nH]n1N


<B>
Density functional theory data (wB97M-V/def2-TZVPD) for one molecule with the formula C3H7N5.

Last column: natural (NBO) charge in e.
Cartesian coordinates (Å):
C: -0.8038 1.3338 1.6727  -0.66
C: 1.0895 -0.9473 -0.8927  0.52
C: -0.7891 0.7944 0.2798  0.42
N: 0.8097 -2.0738 -0.1891  -0.81
N: 0.5434 1.3962 -0.6904  -0.12
N: 0.5745 0.2669 -0.1630  -0.19
N: 1.7129 -0.8641 -1.9800  -0.68
N: -1.8515 0.4732 -0.3658  -0.73
H: 0.0746 -2.0456 0.4977  0.40
H: 1.0089 -2.9539 -0.6356  0.41
H: 1.7711 0.1054 -2.2956  0.37
H: -1.6734 0.1172 -1.3006  0.35
H: -1.1375 0.5555 2.3615  0.23
H: -1.5105 2.1614 1.7231  0.24
H: 0.1811 1.6805 1.9780  0.23

Computed properties:
Orbital gap (spin up / spin down) = 7.94 / 7.94 eV
E_HOMO (spin up / spin down) = -8.53 / -8.53 eV
Lowest unoccupied orbital energy (spin up / spin down) = -0.02180 / -0.02167 Eh
Spin multiplicity = 1


<C>
Density functional theory data (wB97M-V/def2-TZVPD) for one molecule with the formula C3H7N5.

Last column: natural (NBO) charge in e.
Cartesian coordinates (Å):
H: 0.6606 2.8511 -1.4199  0.35
N: 0.3659 1.9481 -0.9553  -0.68
C: -0.6095 2.2394 -0.1877  0.27
N: -1.1189 1.3198 0.7425  -0.63
C: -0.4866 0.1808 1.2086  0.30
N: 0.2071 -0.7029 0.6214  -0.51
C: 0.4216 -0.9077 -0.7434  0.09
N: 0.7375 -2.0913 -1.1617  -0.22
N: 0.7258 -3.1263 -0.3180  -0.62
H: -0.9936 3.2562 -0.0626  0.16
H: -1.7940 1.6824 1.3902  0.40
H: -0.7266 0.0678 2.2589  0.16
H: 0.4161 -0.0478 -1.4027  0.21
H: 1.4236 -3.7941 -0.6115  0.36
H: 0.7710 -2.8756 0.6411  0.36

Computed properties:
Orbital gap = 8.39 eV
E_HOMO = -7.89 eV
Lowest unoccupied orbital energy = 0.01836 Eh
Spin multiplicity = 1
SMILES = [H]/N=C/N/C=N\C=N/N


Most favorable structure: <C>. The second most favorable one is 1.888 eV above it.